(1)
{
  "formula": "C6H15N2O",
  "method": "ωB97M-V/def2-TZVPD",
  "species": ["C", "N", "C", "C", "C", "O", "N", "C", "C", "H", "H", "H", "H", "H", "H", "H", "H", "H", "H", "H", "H", "H", "H", "H"],
  "coordinates": [[-2.01782, 0.61465, 0.75262], [-1.23918, -0.50027, 0.26704], [-1.74233, -0.96088, -1.05752], [0.11205, -0.41460, 0.71594], [0.83984, -1.81433, 0.71495], [1.92874, -2.08360, 0.34100], [0.95691, 0.70901, -0.14047], [2.15894, 1.02032, 0.60404], [1.25475, 0.29696, -1.52632], [-1.48155, 1.55814, 0.96261], [-2.59462, 0.84167, -0.14022], [-2.70383, 0.47176, 1.57356], [-1.27807, -1.96565, -1.20902], [-2.91892, -1.02874, -0.93764], [-1.63238, -0.21862, -1.90836], [0.14071, -0.23270, 1.73551], [0.23313, -2.60725, 1.18189], [0.25867, 1.47890, -0.03234], [2.03932, 1.99130, 1.06976], [2.27503, 0.15528, 1.29578], [2.92606, 1.08871, -0.10009], [1.98640, -0.49265, -1.52373], [0.47474, 0.00136, -2.25155], [1.72244, 1.07314, -2.18124]],
  "smiles": "CN(C)[C@@H](C=O)[NH+](C)C",
  "gap_ev": 10.35,
  "spin_multiplicity": 1,
  "total_charge": 1
}



(2)
{
  "formula": "C39H31IN8O2Tl",
  "method": "ωB97M-V/def2-TZVPD",
  "species": ["Tl", "O", "C", "C", "C", "C", "C", "C", "C", "O", "N", "N", "C", "C", "C", "C", "C", "C", "N", "H", "H", "H", "H", "H", "H", "H", "H", "H", "H", "C", "N", "C", "C", "N", "C", "C", "C", "C", "C", "C", "N", "C", "N", "C", "C", "C", "C", "C", "C", "N", "H", "H", "H", "H", "H", "H", "H", "H", "H", "H", "H", "H", "H", "H", "H", "I", "C", "C", "C", "C", "C", "C", "C", "C", "C", "C", "H", "H", "H", "H", "H", "H"],
  "coordinates": [[0.60178, -0.88803, 0.11544], [-2.85002, 3.99938, 1.67311], [-3.20875, 3.57719, 0.42043], [-4.22580, 4.19849, -0.28579], [-4.52619, 3.81391, -1.58333], [-3.80541, 2.79566, -2.19516], [-2.79809, 2.16349, -1.50655], [-2.47951, 2.53472, -0.18316], [-1.31442, 1.91712, 0.36671], [-0.39081, 1.43114, -0.23086], [-1.18881, 1.85969, 1.93178], [0.02916, 1.18298, 2.17737], [0.45086, 1.03835, 3.38672], [1.59428, 0.20471, 3.61554], [2.12975, 0.03823, 4.90181], [3.19056, -0.82559, 5.07591], [3.71725, -1.48025, 3.96658], [3.12770, -1.24750, 2.73171], [2.09608, -0.44882, 2.55176], [-3.37513, 4.77775, 1.90126], [-4.77529, 5.00968, 0.17188], [-5.30731, 4.32885, -2.12020], [-4.02614, 2.50915, -3.21174], [-2.21642, 1.37058, -1.94896], [-0.04554, 1.48345, 4.25281], [1.70609, 0.57104, 5.73917], [3.60197, -0.99243, 6.05916], [4.55815, -2.14991, 4.05907], [3.50499, -1.72601, 1.83785], [-2.24199, -2.51274, -1.86132], [-1.52204, -2.90980, -0.66280], [-2.36429, -3.26869, 0.45789], [-2.68299, -2.06561, 1.28749], [-2.09064, -0.90927, 1.19203], [-2.61481, -0.12790, 2.17862], [-2.29613, 1.17031, 2.57474], [-2.93934, 1.68556, 3.68593], [-3.90178, 0.94543, 4.37659], [-4.24180, -0.33959, 3.99928], [-3.58526, -0.86427, 2.89893], [-3.61133, -2.09319, 2.29074], [-1.44501, -1.56509, -2.69885], [-0.80021, -0.53091, -2.23410], [-0.31086, 0.14128, -3.32956], [0.38359, 1.34383, -3.41341], [0.68724, 1.81238, -4.67411], [0.32831, 1.10981, -5.82772], [-0.36088, -0.08476, -5.76597], [-0.68587, -0.55152, -4.50160], [-1.41005, -1.63361, -4.05938], [-2.54541, -3.37559, -2.47551], [-3.15050, -1.98999, -1.54696], [-0.85757, -3.64048, -0.88357], [-3.30981, -3.74775, 0.14664], [-1.82592, -3.97603, 1.09932], [-1.20603, 2.84371, 2.25123], [-2.68680, 2.67351, 4.04062], [-4.37094, 1.38275, 5.24455], [-4.96437, -0.91549, 4.55392], [-4.19101, -2.87079, 2.55828], [0.64378, 1.88531, -2.52001], [1.20789, 2.75203, -4.77813], [0.58712, 1.52025, -6.79190], [-0.64255, -0.62551, -6.65737], [-1.79655, -2.35773, -4.64301], [1.88826, -3.16540, -2.29753], [3.87494, -2.55031, -1.81434], [4.89569, -3.38201, -2.17618], [6.21874, -3.00438, -1.90594], [6.47920, -1.80764, -1.30315], [5.43597, -0.92534, -0.95414], [5.69857, 0.34335, -0.39949], [4.68334, 1.20660, -0.10107], [3.34478, 0.81843, -0.29640], [3.05391, -0.41103, -0.81406], [4.07353, -1.30195, -1.19013], [4.70371, -4.31472, -2.68465], [7.02026, -3.66376, -2.19853], [7.49646, -1.50377, -1.10139], [6.72962, 0.62224, -0.23188], [4.89270, 2.18276, 0.31269], [2.55016, 1.50002, -0.02569]],
  "gap_ev": 4.30,
  "spin_multiplicity": 1,
  "total_charge": 1
}



(3)
{
  "formula": "C17H16NO8PdS3",
  "method": "ωB97M-V/def2-TZVPD",
  "species": ["Pd", "S", "C", "N", "C", "C", "C", "C", "C", "C", "S", "H", "H", "H", "H", "O", "C", "O", "C", "C", "C", "C", "O", "C", "O", "C", "C", "H", "H", "H", "H", "H", "C", "S", "O", "O", "O", "H", "H", "H", "C", "O", "H", "H", "H", "H"],
  "coordinates": [[1.40745, -0.05264, 0.55891], [3.25816, 1.67836, 0.07842], [1.90408, 2.62663, 0.44694], [0.69874, 2.10910, 0.51141], [-0.26496, 3.02206, 0.90098], [-1.62236, 2.75736, 1.07147], [-2.46397, 3.78943, 1.44980], [-1.97284, 5.08015, 1.66280], [-0.62108, 5.35293, 1.50282], [0.22252, 4.31600, 1.12631], [1.94514, 4.33643, 0.85393], [-1.99030, 1.74739, 0.91921], [-3.52161, 3.59288, 1.58390], [-2.65045, 5.87285, 1.95640], [-0.22827, 6.34855, 1.67789], [-1.04513, -3.34821, 1.34670], [-0.81279, -2.26769, 0.80137], [-0.31346, -1.23533, 1.38526], [-1.04501, -2.17581, -0.70356], [-1.15572, -3.35127, -1.42915], [-1.29507, -3.34951, -2.82340], [-1.32557, -2.12383, -3.43550], [-1.46563, -1.83882, -4.77389], [-1.28444, -0.42666, -4.88342], [-1.34002, 0.12306, -3.57382], [-1.24210, -0.95162, -2.71622], [-1.09850, -0.93745, -1.35695], [-1.12718, -4.28209, -0.87763], [-1.36429, -4.26845, -3.39325], [-2.08192, -0.00540, -5.49104], [-0.31172, -0.21559, -5.33343], [-1.03284, -0.01230, -0.81236], [2.19073, -3.88844, 0.04420], [2.95172, -2.28908, -0.01317], [4.32432, -2.49071, -0.39539], [2.77189, -1.69156, 1.33751], [2.16289, -1.48439, -0.98654], [2.93382, -4.58103, 0.43878], [1.91242, -4.15196, -0.97667], [1.30812, -3.84885, 0.68656], [0.47905, 0.57040, 3.77117], [1.68391, 0.52965, 2.99199], [0.64884, 0.15918, 4.76853], [-0.32477, 0.02095, 3.28230], [0.20400, 1.61966, 3.86675], [1.99419, -0.38433, 2.95306]],
  "gap_ev": [7.75, 7.19],
  "spin_multiplicity": 3,
  "s_squared": 2.01,
  "total_charge": -1
}



(4)
{
  "formula": "C28H20AlBCl84NO2",
  "method": "ωB97M-V/def2-TZVPD",
  "species": ["C", "O", "B", "O", "Al", "C", "C", "C", "C", "C", "C", "N", "H", "H", "H", "H", "H", "H", "H", "H", "H", "H", "H", "H", "H", "H", "H", "H", "H", "H", "H", "H", "C", "Cl", "Cl", "Cl", "Cl", "C", "Cl", "Cl", "Cl", "Cl", "C", "Cl", "Cl", "Cl", "Cl", "C", "Cl", "Cl", "Cl", "Cl", "C", "Cl", "Cl", "Cl", "Cl", "C", "Cl", "Cl", "Cl", "Cl", "C", "Cl", "Cl", "Cl", "Cl", "C", "Cl", "Cl", "Cl", "Cl", "C", "Cl", "Cl", "Cl", "Cl", "C", "Cl", "Cl", "Cl", "Cl", "C", "Cl", "Cl", "Cl", "Cl", "C", "Cl", "Cl", "Cl", "Cl", "C", "Cl", "Cl", "Cl", "Cl", "C", "Cl", "Cl", "Cl", "Cl", "C", "Cl", "Cl", "Cl", "Cl", "C", "Cl", "Cl", "Cl", "Cl", "C", "Cl", "Cl", "Cl", "Cl", "C", "Cl", "Cl", "Cl", "Cl", "C", "Cl", "Cl", "Cl", "Cl", "C", "Cl", "Cl", "Cl", "Cl", "C", "Cl", "Cl", "Cl", "Cl"],
  "coordinates": [[4.71775, 0.49973, -2.14533], [3.36796, 0.07532, -2.30012], [2.45250, 0.95593, -1.71353], [2.81381, 2.27104, -1.39575], [0.46308, 0.30424, -1.33473], [-0.11319, -1.22867, -2.55086], [-0.74217, 1.92310, -1.76622], [-2.17627, 1.52974, -1.42786], [-3.15291, 1.65339, -2.58727], [-3.93807, 0.40563, -2.87546], [-5.08564, 0.14788, -1.91260], [-4.89044, 0.60017, -0.57369], [4.95836, 1.26258, -2.83935], [4.88943, 0.85651, -1.16748], [5.32321, -0.32814, -2.35650], [3.20409, 2.68362, -2.13618], [0.20450, -0.01522, 0.21264], [0.20189, -2.17011, -2.15456], [0.35923, -1.13111, -3.50271], [-1.16812, -1.26348, -2.65366], [-0.45669, 2.76104, -1.17266], [-0.63056, 2.19513, -2.79183], [-2.52650, 2.13589, -0.62758], [-2.20506, 0.53874, -1.04813], [-3.78488, 2.50020, -2.49554], [-2.55930, 1.84952, -3.43522], [-3.27365, -0.40671, -2.90643], [-4.36944, 0.53248, -3.83834], [-5.19188, -0.90145, -1.85074], [-6.00513, 0.49382, -2.29221], [-4.13469, 0.13158, -0.16561], [-4.70758, 1.57158, -0.54011], [-6.64432, -3.37157, -0.27288], [-7.68793, -1.98845, -0.59879], [-7.58937, -4.65051, 0.50436], [-5.97315, -3.97420, -1.79167], [-5.33033, -2.87856, 0.79460], [-10.88927, -6.05021, 2.64901], [-10.78918, -4.29067, 2.67940], [-12.35067, -6.54226, 1.78777], [-9.47384, -6.69910, 1.81797], [-10.93592, -6.67629, 4.30196], [5.17668, 5.31658, 0.35823], [6.03929, 6.36994, 1.49224], [5.06026, 6.14118, -1.20533], [6.07303, 3.80955, 0.16157], [3.57724, 4.95185, 0.99547], [2.67620, 0.21166, 3.17089], [2.06016, 0.56544, 4.79756], [3.02714, 1.73849, 2.35077], [4.18626, -0.71944, 3.31110], [1.47524, -0.71007, 2.27681], [-2.16220, 2.76992, -6.72788], [-1.23273, 4.16546, -7.31024], [-1.18944, 1.87223, -5.57163], [-3.63746, 3.33996, -5.94271], [-2.59346, 1.70373, -8.07227], [5.14056, -1.43094, -5.88190], [3.40814, -1.12501, -5.83455], [5.46376, -2.89745, -6.81544], [5.94867, -0.05389, -6.64282], [5.73093, -1.63995, -4.23329], [7.95355, -2.75491, -0.61895], [7.86846, -4.00454, -1.86681], [7.67613, -3.47025, 0.97164], [9.54960, -1.99823, -0.65508], [6.70996, -1.54611, -0.92919], [0.84992, 4.60920, 4.66533], [0.61080, 4.16050, 6.35895], [0.17528, 6.21495, 4.37830], [2.57628, 4.64860, 4.30109], [0.04662, 3.43992, 3.62130], [6.55694, -3.94193, 4.51208], [5.89544, -3.58883, 6.11023], [6.89323, -2.42597, 3.67129], [8.05555, -4.86449, 4.68616], [5.38862, -4.88184, 3.58523], [3.92255, -6.01735, -8.94299], [5.63093, -5.63302, -8.70149], [3.73672, -6.93952, -10.43865], [3.34137, -6.97857, -7.58228], [2.99065, -4.52535, -9.05086], [5.74173, 4.93518, -5.08471], [4.45030, 4.84830, -3.88728], [7.25588, 5.35390, -4.27618], [5.89438, 3.36254, -5.87201], [5.35963, 6.16415, -6.29518], [2.30479, 9.72720, 2.85322], [1.05464, 9.59198, 4.09538], [3.76842, 10.41163, 3.56881], [2.66031, 8.12902, 2.20004], [1.73342, 10.78415, 1.55863], [0.87957, -4.26527, 4.47663], [0.94470, -5.67418, 3.41079], [1.04309, -4.79655, 6.15821], [2.18689, -3.16087, 4.07416], [-0.66612, -3.43897, 4.25923], [-2.51062, -4.17285, 8.02282], [-1.65433, -2.73805, 7.46236], [-1.48047, -5.07142, 9.14327], [-3.99913, -3.68398, 8.84290], [-2.91095, -5.20098, 6.64539], [5.87437, -7.03591, 0.04253], [5.22847, -5.41248, -0.17743], [4.55368, -8.14872, 0.41047], [6.68563, -7.55685, -1.43804], [7.03307, -7.04365, 1.37739], [-1.55133, -1.93944, 11.84245], [-2.71549, -3.24918, 12.05322], [0.05216, -2.61701, 11.54929], [-2.02974, -0.94356, 10.46770], [-1.51114, -0.94578, 13.30343], [-0.34355, 7.05248, 9.21705], [-0.34367, 8.13131, 10.61696], [0.32057, 7.89901, 7.81867], [0.64830, 5.63609, 9.56544], [-1.99571, 6.54074, 8.86623], [-6.66292, -0.48717, 9.05981], [-6.64960, -2.06363, 9.85768], [-5.02414, 0.16330, 9.01020], [-7.27605, -0.66777, 7.41633], [-7.70583, 0.61639, 9.96168], [-0.11123, 3.65689, -11.19836], [0.82553, 5.08552, -11.65070], [0.81103, 2.67351, -10.06158], [-1.60157, 4.19892, -10.43035], [-0.53445, 2.67015, -12.62372], [-14.47978, -4.10801, 4.96231], [-15.80625, -3.68064, 6.04849], [-14.30698, -5.86361, 4.90887], [-14.82708, -3.50268, 3.34105], [-12.98409, -3.38530, 5.55559], [3.90543, 2.80446, -14.66071], [4.96085, 3.90484, -13.76819], [3.73365, 3.37605, -16.32429], [4.61396, 1.18633, -14.66582], [2.32115, 2.75685, -13.88807]],
  "gap_ev": 5.38,
  "spin_multiplicity": 1,
  "total_charge": -1
}